Record 1
This record from OMol25 describes a structure of composition C43H28GdN6OS3 at a distorted geometry. The level of theory is wB97M-V/def2-TZVPD.

Calculated values
**Net charge**: +1
**Energy above the lowest of the compared OMol25 structures with the same formula, charge and spin**: 15.4 kcal/mol
**Largest force on an atom**: 0.0195 hartree/bohr
**Multiplicity**: 8
**Gap between HOMO and LUMO (alpha / beta)**: 5.8989 / 6.0475 eV
**Highest occupied orbital energy (alpha / beta)**: -0.3396 / -0.3410 Eh

Atoms and positions in Å:
H (4.3361, -4.2167, 4.6720)
C (1.4390, -2.1590, -4.9186)
C (2.3023, -1.4808, 4.6388)
C (2.9224, -2.0914, 2.3929)
C (0.7312, -1.1695, -4.0994)
H (2.7840, -3.8041, -7.7205)
C (-1.8381, 1.5467, -4.2144)
C (-3.4092, 3.6604, 1.3878)
C (-2.3141, 2.2237, -1.9364)
C (0.6611, 1.3312, 4.4079)
C (-3.0583, -1.6579, -0.5625)
C (-3.0051, 3.0117, -1.0060)
N (0.3308, -0.3348, -1.8715)
S (-3.8073, 5.3068, 1.0884)
C (-2.9783, -3.1250, -2.4315)
C (-1.7306, -3.5402, -2.0420)
C (-1.4059, 1.2767, -1.4491)
H (5.0285, -4.7538, 2.3371)
H (-3.4932, 2.3396, 3.0946)
H (-3.7013, 3.7650, -1.3584)
C (2.5869, -4.0762, -5.5496)
C (-2.8058, 2.8246, 0.3436)
H (0.0676, 5.2625, 1.6325)
C (4.4031, -3.6162, 0.6435)
H (1.9619, -3.6705, -3.4661)
N (-1.8261, -2.0793, -0.1983)
C (3.6922, -3.1571, 2.8970)
C (0.4355, 4.2682, 1.4079)
C (0.8637, 3.9446, 0.1518)
H (1.7978, -0.8580, 5.3565)
C (-4.3619, 5.5287, 2.6885)
H (-0.4078, -0.2477, -5.6630)
H (-1.7762, 1.5768, 1.7732)
C (2.4445, -3.4630, -6.7562)
C (-3.6646, 3.3268, 2.6873)
S (0.4770, -3.4052, -0.3789)
H (-3.2187, 3.0716, -3.7261)
C (-1.1098, -3.0083, -0.8975)
N (2.8778, -1.8169, 1.0540)
H (3.0728, -5.0313, -5.4188)
H (3.5322, -2.2964, -0.8241)
C (1.3017, 2.6320, -0.0868)
C (3.0720, -2.5596, 5.1294)
C (-4.2148, 4.4008, 3.4353)
C (2.0011, -3.3291, -4.4936)
C (0.9805, -1.1108, -2.7219)
C (3.5966, -2.5463, 0.2303)
H (-1.1757, -4.2761, -2.6058)
C (0.4762, 3.3038, 2.4393)
H (-2.0052, 1.6209, -5.2817)
H (-4.6463, -1.8142, -1.9501)
C (4.4311, -3.9268, 1.9729)
C (-0.6224, 0.4918, -2.3662)
C (-0.1882, -0.2751, -4.6014)
Gd (0.6681, -0.7032, 0.5703)
H (-0.1242, 2.8346, 5.7322)
S (1.6410, -1.9631, -6.6137)
H (-4.7643, 6.4811, 2.9926)
C (1.0422, 0.9845, 3.1263)
N (1.4954, -0.2217, 2.6554)
H (1.7432, -1.7505, -2.2970)
N (1.3329, 1.7001, 0.8380)
H (1.6076, 2.3315, -1.0843)
C (-1.9318, 1.7873, 0.7196)
H (-3.4932, -0.9229, 0.0968)
H (3.1194, -2.7174, 6.1990)
H (4.9718, -4.1752, -0.0857)
C (-3.6610, -2.1622, -1.6782)
H (-3.4338, -3.5430, -3.3194)
H (-0.2979, 4.5816, 4.0049)
C (2.1905, -1.2248, 3.2899)
C (0.9439, 2.0147, 2.1117)
C (-0.8722, 0.5877, -3.7406)
N (-1.2538, 1.0518, -0.1285)
H (0.8606, 4.6663, -0.6533)
C (3.7461, -3.3931, 4.2923)
H (0.6807, 0.5992, 5.1966)
C (-2.5088, 2.3410, -3.3591)
H (-4.5046, 4.3296, 4.4728)
C (0.1778, 2.6226, 4.7145)
O (-1.2954, -1.5490, 0.9156)
C (0.0767, 3.5948, 3.7653)

Record 2
This record from OMol25 describes a cluster of 2 separate species, C4H10FIN in total at a distorted geometry. The level of theory is wB97M-V/def2-TZVPD.

Calculated values
**Net charge**: +1
**Largest force on an atom**: 0.0830 hartree/bohr
**Multiplicity**: 3
**Gap between HOMO and LUMO (alpha / beta)**: 7.5644 / 7.9013 eV
**Highest occupied orbital energy (alpha / beta)**: -0.4049 / -0.5059 Eh

Atoms and positions in Å:
H (0.2970, -3.0827, 1.4341)
H (-1.3274, -0.6433, -1.4772)
H (0.8257, -1.5021, 1.8659)
N (-0.4978, -1.5916, 0.1617)
C (-0.3245, -0.7974, -0.9888)
H (1.0531, 2.8250, -1.4150)
H (-1.2834, -2.2530, -0.1547)
C (0.5947, -2.1625, 1.0075)
H (0.5791, 3.6384, 0.1074)
C (0.7523, 2.6590, -0.3823)
H (1.4318, -2.3517, 0.4404)
F (-1.2702, 2.0866, -1.3184)
I (-1.3640, 1.5460, 1.5332)
H (-0.9060, -1.0908, 0.9822)
H (1.6308, 2.1749, 0.1553)
H (0.3052, -1.3876, -1.6679)
C (-0.4964, 1.9329, -0.2835)

Record 3
This record from OMol25 describes a structure of composition C22H26AsN6O10PS2Ti at a distorted geometry. The level of theory is wB97M-V/def2-TZVPD.

Calculated values
**Net charge**: 0
**Energy above the lowest of the compared OMol25 structures with the same formula, charge and spin**: 17.6 kcal/mol
**Largest force on an atom**: 0.0260 hartree/bohr
**Gap between HOMO and LUMO**: 8.1797 eV
**Highest occupied orbital energy**: -0.3266 Eh

Atoms and positions in Å:
As (1.3529, -1.2507, -2.6332)
H (-1.4581, 4.0730, -1.0540)
C (-1.9652, -3.2751, 3.5048)
O (-1.5899, -3.0442, -0.2292)
Ti (0.2834, 0.5326, -0.0637)
H (5.3834, -0.0615, -5.3389)
H (-0.1738, -2.9855, 4.6605)
H (2.9597, -3.3735, 2.5565)
O (-0.1665, -5.2484, 0.3773)
C (4.5607, 0.3420, -4.7631)
O (1.4559, -0.4806, -1.0834)
C (3.4169, 2.2146, -3.7862)
N (0.9107, -1.2069, 1.3285)
H (-1.8541, 1.3604, 4.7777)
O (2.4853, -2.5824, -2.4221)
H (0.7481, 4.7473, 1.5265)
H (2.3680, 4.2207, 1.2513)
H (5.2492, 2.3711, -4.8828)
C (3.5828, -0.5138, -4.2702)
H (-3.4681, -0.7545, 1.8412)
S (0.9828, 2.0901, -2.5775)
O (1.6947, -5.7081, 1.4937)
H (1.9829, -3.4056, -2.4908)
H (-3.8227, 1.1361, -2.2788)
O (1.1262, 2.1827, -1.0853)
H (-3.2624, -0.2420, -1.2931)
C (1.0378, 2.7518, 1.6559)
H (-3.1123, 1.7222, 3.6067)
H (-1.6645, 2.7600, 3.6826)
N (-0.2503, 2.5651, 1.8092)
C (2.1500, -2.8961, 2.0303)
O (-1.0997, -0.8649, -0.1273)
C (0.3790, -2.3254, 0.8801)
O (-0.0636, 1.1055, -2.8296)
C (1.1171, -3.4445, 1.2930)
N (-0.5642, 1.2086, 1.8799)
N (1.9874, -1.5646, 2.0129)
C (2.5193, -0.0076, -3.5391)
H (-2.3118, 0.2706, -2.6848)
C (-0.8614, -2.1236, 0.0934)
C (0.9123, -4.8980, 1.0671)
C (-1.6424, -0.6319, 2.9739)
C (-3.1981, 2.1204, 0.5236)
H (3.3177, 3.2796, -3.6226)
C (-2.7544, -1.2808, 2.4604)
C (2.4395, 1.3630, -3.3024)
H (-3.4758, 1.2088, 1.0518)
H (-2.7557, 2.8297, 1.2220)
H (-3.0028, 3.6640, -1.8315)
C (-2.0310, 1.7429, 3.7707)
O (0.8527, 3.3841, -3.1798)
O (-0.0741, -1.8444, -3.0821)
H (-4.0995, 2.5532, 0.0878)
N (-0.7476, -1.2308, 3.7617)
C (-0.9169, -2.5250, 4.0179)
H (-1.4692, 3.2648, -2.6247)
P (-2.0029, 1.7390, -0.8035)
H (-2.0368, -4.3324, 3.7226)
H (-3.7370, -3.1832, 2.2923)
H (-0.7353, -4.4770, 0.1234)
C (-1.9746, 3.3361, -1.6695)
H (3.6639, -1.5795, -4.4321)
C (-2.9486, 0.6224, -1.8758)
S (2.1918, 1.4783, 1.4389)
C (4.4864, 1.7020, -4.5077)
N (1.4554, 4.0380, 1.6285)
C (-2.9051, -2.6354, 2.7149)
H (2.5245, -0.8351, 2.4610)
C (-1.3820, 0.8320, 2.7843)

Record 4
This record from OMol25 describes a cluster of 22 separate species, C40H132ClN10O25 in total at a distorted geometry. The level of theory is wB97M-V/def2-TZVPD.

Calculated values
**Net charge**: -1
**Largest force on an atom**: 0.0815 hartree/bohr
**Gap between HOMO and LUMO**: 8.2723 eV
**Highest occupied orbital energy**: -0.2418 Eh

Atoms and positions in Å:
H (4.1526, 1.5507, 0.0787)
O (0.7006, 1.4067, 0.5758)
H (-2.6434, 4.2935, 2.3773)
H (-1.5839, -2.8332, 1.0862)
H (0.8012, 7.8039, -4.3710)
H (-4.8656, 1.5020, 1.3147)
N (2.9100, 1.7009, 5.2607)
C (3.1169, 3.7091, 6.4873)
H (1.6293, 2.8930, -7.3189)
H (4.3791, 2.7581, 9.3107)
H (-1.9245, -3.2508, -1.8093)
O (6.2553, -0.4737, 1.1507)
H (4.2989, -4.8082, 1.8799)
C (2.2456, -0.7378, -9.4963)
H (-0.5181, 3.1764, -2.1525)
H (-1.6318, -1.4113, -5.6594)
H (-2.0140, 2.2174, 5.8771)
H (3.2508, -0.3838, -9.2673)
H (-0.6284, 4.6529, -2.4681)
H (4.0813, 2.9639, -0.8327)
O (3.0390, -5.9046, 3.8718)
H (1.3794, 5.0029, 0.0278)
H (0.4789, -0.2173, -3.3086)
O (1.1254, 0.1430, -9.2447)
H (-0.1506, 9.6154, -2.9093)
C (2.7268, 2.8405, -4.2097)
H (-0.2259, -2.9751, -1.1320)
H (2.0793, -1.6766, -8.9680)
H (-3.9773, -1.6426, 0.7627)
H (-1.6343, 7.0686, -2.8036)
H (2.0669, -2.9430, -2.3882)
H (1.4662, 0.6854, 2.4235)
H (-0.0791, 5.6509, 1.4017)
N (3.6011, -4.2240, 1.4418)
C (-4.2976, -1.8762, 4.0810)
H (2.6086, 4.7822, 4.0384)
H (3.2681, -6.9241, 1.0643)
H (-2.2056, -4.5832, -3.6771)
H (-0.4827, 2.4486, -5.7728)
C (3.4262, 3.0512, 5.1262)
C (2.5123, 3.6969, 4.0677)
N (1.7643, 0.1598, 3.2328)
O (0.7946, -0.4504, -4.1817)
H (1.8083, 4.1810, -1.3518)
O (-2.7654, -0.0346, -2.9277)
H (-3.7024, -5.6745, -0.1556)
H (3.4132, -2.3013, 1.6429)
H (2.0897, -4.0863, 3.5928)
O (4.6969, 1.1684, 2.9573)
O (-1.2280, -0.0062, 0.3253)
H (-2.6274, 3.2763, -1.1797)
H (-0.6407, -2.3790, -2.6653)
H (-3.2878, 1.4886, 2.0464)
C (0.0470, 1.5146, -7.4496)
H (-0.8122, 7.7639, -4.9290)
H (1.0346, 2.8178, -8.9363)
H (-2.7377, 1.8116, -3.7144)
O (-2.8142, -3.3432, 2.7489)
H (1.9082, 1.6855, 5.3882)
H (3.4963, -0.9195, -2.2563)
C (2.3407, -4.9610, 1.6480)
H (1.9209, -6.9371, 5.2256)
O (4.9846, -4.2313, -1.7007)
C (-0.5506, -4.5767, -2.5685)
H (-2.3363, 3.2709, -3.6787)
H (2.2216, -5.3073, 5.5155)
H (3.9824, 0.9174, 2.3719)
O (-0.5271, -6.9008, -2.1972)
H (2.8386, -0.9865, 2.1255)
O (-0.0806, 0.8150, -1.4821)
C (-0.4697, 0.5203, 4.1162)
O (0.9400, -0.7820, -0.2588)
H (-4.8577, -1.5255, 3.2142)
H (0.4583, 0.2415, -4.7512)
H (1.5101, -4.3569, 1.2831)
H (-1.3613, 6.2155, 2.5581)
H (3.2087, 4.0758, 9.1202)
C (-1.1316, -8.0791, -1.7893)
H (-1.3577, 3.5646, 1.3651)
H (-5.3073, -0.6887, 5.5937)
O (-5.2357, 1.3747, -2.2061)
C (3.6730, 0.9669, -1.9301)
H (-0.7817, -3.4267, 2.6154)
H (1.5316, -6.9589, 0.9850)
C (2.3933, -6.2989, 0.8852)
H (2.6699, 2.4469, 8.9831)
O (-5.7430, -5.1556, 0.4230)
H (-4.4981, 1.9343, -1.9634)
H (-0.0779, 6.1965, -4.4090)
H (1.7034, 0.2807, -7.1668)
H (-3.6368, 0.3300, -2.7728)
H (-0.7345, -5.4937, -0.5635)
H (5.3266, -0.6825, 1.2514)
N (3.9906, -0.3752, -1.5637)
N (-4.8182, -3.1188, 4.6511)
H (-0.5726, -8.9058, -2.2277)
N (-0.9473, 9.0137, -2.7566)
C (-1.2634, 2.5749, 5.1723)
H (-6.5834, -2.8129, -1.2629)
O (-2.8834, 2.6478, -4.1569)
O (-0.1338, 1.6192, 4.9827)
H (-6.5070, -3.3847, 1.1143)
H (-4.5238, -3.8357, 4.0034)
C (-1.0220, -5.6676, -1.6004)
H (-4.1412, -5.8407, 1.4956)
H (4.4637, 3.0255, 4.7931)
H (5.0818, -4.7559, -2.4954)
C (-2.3105, 4.0941, 1.3587)
H (1.9545, 2.6932, -3.4548)
C (-4.6256, -1.6427, -0.1135)
C (-4.5506, -5.9084, 0.4877)
O (4.0741, 2.6141, -3.8219)
C (1.5070, 5.1810, -1.0400)
H (5.4372, 1.9520, -1.0256)
H (2.1266, 3.4600, 6.8685)
C (4.3522, 1.9126, -0.9299)
H (-2.4440, 1.8977, -0.3915)
H (-1.7860, 2.8537, 4.2573)
H (-3.8417, -3.4406, -0.5203)
C (2.1221, -5.0892, 3.1669)
H (3.6052, -6.4700, 5.8312)
H (3.3401, 1.3290, 6.0955)
H (2.6157, 1.2189, -1.8473)
H (1.9538, -1.9232, 4.7871)
O (-1.9598, 5.3675, 0.7496)
H (-0.8116, 3.5100, 5.5033)
C (4.1928, 1.2691, -3.3701)
H (0.1395, 3.7377, -7.6907)
H (3.4191, -0.5625, -0.7522)
N (-5.6833, -3.2074, -1.4958)
H (-1.0606, 9.2549, -1.7824)
H (0.4476, -1.8138, 5.6126)
H (-1.1648, 1.1553, -5.8199)
H (2.3376, -0.8930, -10.5712)
H (6.3855, 0.3072, 1.6888)
C (0.7071, 2.8303, -7.8967)
C (0.3509, 7.2339, -1.7146)
H (0.0464, 7.6961, -0.7756)
H (-5.8349, 1.4311, -1.4618)
H (1.4810, 3.4128, 4.2773)
H (1.1296, -5.5150, 3.3147)
H (-2.6426, -1.3260, 2.8296)
O (0.4042, 5.7838, -1.7018)
O (2.3538, -3.3472, -1.5693)
H (-3.5387, -0.8902, 5.9206)
O (-2.3068, -0.7503, -5.5052)
C (-0.6685, 7.5738, -2.7933)
H (-4.2201, -1.1728, -1.0095)
C (1.1906, -1.2080, 5.0939)
H (-1.1296, -8.1098, -0.6998)
H (-2.3501, -0.6691, -4.5525)
C (-4.8653, -3.1151, -0.3350)
H (-4.4214, 2.7458, 2.4574)
H (-2.0087, -2.1688, 4.2260)
H (-2.1520, -8.0670, -2.1723)
C (-5.5557, -3.8164, 0.8034)
H (2.3576, 2.3057, -5.0847)
H (-2.4084, -0.1836, -2.0522)
C (-3.5012, 3.2426, 0.6586)
H (4.2943, 1.2065, 3.8248)
H (-1.3028, -5.7235, -4.1493)
H (-5.5359, -1.1108, 0.1632)
C (-2.8470, -2.1357, 3.5302)
C (2.7404, -6.2184, 5.2173)
C (-1.6423, -3.4953, 1.9501)
H (-4.7654, -6.9344, 0.1886)
C (-0.1384, 7.2699, -4.2290)
H (-0.9452, 7.1683, 1.0912)
H (1.3557, 7.5841, -1.9507)
H (-4.9329, -3.7194, 1.6926)
N (-0.2347, 1.4991, -6.0115)
H (2.7833, 3.4304, 3.0461)
H (2.8234, 3.9102, -4.3956)
H (2.0821, -2.7308, -0.8893)
H (4.2282, -3.6709, -1.8740)
H (-1.5354, -4.4665, 1.4668)
C (-1.0301, 6.1700, 1.5206)
C (-0.8509, -3.2111, -1.9932)
H (0.5109, -4.8052, -2.6631)
H (-0.9146, 0.9232, 3.2064)
H (0.3367, -1.2893, 3.1992)
O (3.5804, -1.3589, 1.6486)
H (2.4736, -6.0219, -0.1660)
N (-1.2271, -4.7609, -3.8531)
H (2.3447, 5.8373, -1.2759)
H (-1.2837, -0.0572, 4.5543)
C (0.6315, -0.4821, 3.8697)
H (1.4981, -0.4843, 5.8487)
C (3.5112, 3.0979, 8.7455)
H (5.2814, 1.2287, -3.3350)
H (-2.1097, -5.7358, -1.5811)
H (-0.8881, 1.4858, -8.0089)
C (-4.0458, 2.1494, 1.6259)
N (-3.1368, 2.5877, -0.6445)
C (-4.3200, -0.8517, 5.1616)
Cl (0.0714, 0.3784, -0.1712)
H (3.8348, 0.5432, -4.1002)
H (3.9352, -4.3034, 0.4920)
H (-4.3370, 3.9086, 0.4443)
H (-3.9886, 0.1061, 4.7605)
H (-4.2580, -3.2020, 5.4873)
C (0.8473, 0.2352, -7.8400)
O (4.0147, 3.1817, 7.4078)
H (0.2706, -0.6423, -7.5474)
H (-5.9350, -4.1701, -1.3230)
H (2.0418, 0.9115, 3.8476)
H (3.1639, 4.7919, 6.6037)
O (-0.9702, 3.7965, -2.7247)

Record 5
This record from OMol25 describes a cluster of 14 separate species, C16H52F4O14Si2 in total at a distorted geometry. The level of theory is wB97M-V/def2-TZVPD.

Calculated values
**Net charge**: 0
**Largest force on an atom**: 0.0699 hartree/bohr
**Gap between HOMO and LUMO**: 8.4237 eV
**Highest occupied orbital energy**: -0.3104 Eh

Atoms and positions in Å:
F (-1.5254, 1.8005, -0.0082)
H (3.4401, -4.7781, 1.6019)
H (-3.7210, -1.6470, -1.1865)
C (0.4066, -2.4301, -0.7632)
Si (0.6884, 0.4846, -0.8156)
H (1.8012, 6.6584, -6.9168)
C (1.0394, -1.6763, 3.1786)
O (-7.1423, 1.1259, -1.6024)
H (-0.6823, 5.1720, -7.2866)
H (-1.4002, 5.2940, 0.9618)
H (3.7295, -5.8287, 0.1342)
O (2.4044, 6.3087, -6.2518)
C (0.5407, -6.1219, 0.9563)
H (6.7673, 0.3286, 1.2787)
C (-1.0816, 0.2014, 3.8152)
O (-3.3190, 6.8123, -0.2593)
C (-0.6328, 1.8902, -1.1370)
H (5.5936, -0.0838, 0.3947)
H (-0.3675, -3.0762, -1.2732)
H (0.2755, 0.3010, -4.2636)
H (-7.3958, 1.7598, -2.2827)
C (1.8011, 1.1330, 0.5771)
H (2.4664, -0.4187, -2.2815)
H (1.8531, 1.2345, -2.8754)
H (2.9944, 0.5482, 2.3064)
H (-6.3074, 1.4694, -1.2593)
H (-3.4896, 2.2231, -1.4161)
H (0.4375, -6.9994, 0.2594)
O (4.8234, -0.7000, -1.1822)
H (1.8379, -4.3106, -2.4523)
C (0.6403, -0.4903, -3.5636)
O (0.8572, -3.1615, 0.3949)
C (2.2146, 0.0565, 1.6517)
H (1.1457, -6.4714, 1.8464)
H (-5.3727, 4.9838, 7.3676)
O (-0.6200, 4.8654, -6.3752)
C (0.0040, 0.6501, 2.9272)
H (-2.9775, 2.8941, 5.2040)
F (1.3944, -1.5127, -4.1920)
Si (1.4619, -4.7178, 0.0360)
H (-1.2414, -1.0367, -1.0352)
O (-4.7790, 4.5561, 6.7404)
H (5.3034, -0.1075, -1.7749)
C (3.3286, -4.8361, 0.4892)
C (-0.0625, -2.0934, 4.0657)
H (4.7104, -1.5068, -1.6994)
H (3.1100, -8.1967, 3.6653)
O (-1.8722, 4.6979, 1.5566)
H (-1.9040, 0.9286, 4.0458)
O (0.3927, 4.2778, -3.7005)
H (-3.8986, 2.6057, 6.3781)
H (-0.0432, 1.6824, 2.5269)
H (-0.7067, -1.0915, 0.6713)
H (-0.1538, 3.9897, -2.9601)
H (1.7077, -8.6757, 3.3297)
H (-0.4755, -5.7539, 1.2607)
H (1.8319, 6.0924, -5.5048)
H (-3.4811, -1.4456, 0.3016)
F (-1.3244, 1.7212, -2.3566)
C (1.3910, -5.1483, -1.8402)
H (-3.5916, 5.9561, 0.0939)
H (1.8723, -6.1320, -2.0693)
C (1.5681, 0.2165, -2.4839)
H (-4.6645, 1.8151, -2.2857)
O (-3.3038, 2.1721, 5.7520)
O (-3.6131, -2.1337, -0.3618)
H (2.7321, -0.8439, 1.2190)
H (-1.9855, 3.8915, 1.0385)
C (-1.1271, -1.1506, 4.3653)
H (1.8541, -2.4029, 2.9416)
H (-3.4388, 6.7232, -1.2115)
F (0.0211, 3.1044, -1.0167)
H (3.8925, -3.9970, -0.0023)
O (-4.4156, 2.4231, -1.5782)
H (1.2880, -2.2903, -1.4428)
H (-1.9732, -1.4736, 5.0065)
H (1.3447, 2.0311, 1.0818)
H (-4.4540, 5.2802, 6.1930)
H (0.3006, -5.1616, -2.1401)
C (-0.3180, -1.0691, -0.3811)
O (2.2431, -7.8763, 3.3914)
H (-0.2449, 4.5237, -4.3823)
H (-0.2619, -0.9795, -3.1200)
C (1.0434, -0.3311, 2.6314)
H (-0.0144, -3.1465, 4.4219)
H (2.7588, 1.5131, 0.1089)
O (5.8405, 0.5272, 1.1065)
H (0.2362, 4.4180, -6.3356)